{
  "formula": "C45H86Cl20N7O5S",
  "method": "ωB97M-V/def2-TZVPD",
  "species": ["C", "C", "C", "C", "N", "C", "C", "C", "C", "N", "C", "N", "C", "S", "N", "O", "C", "C", "C", "C", "C", "N", "C", "C", "O", "C", "C", "O", "N", "C", "C", "C", "C", "N", "C", "C", "O", "O", "H", "H", "H", "H", "H", "H", "H", "H", "H", "H", "H", "H", "H", "H", "H", "H", "H", "H", "H", "H", "H", "H", "H", "H", "H", "H", "H", "H", "H", "H", "H", "H", "H", "H", "H", "H", "H", "H", "H", "H", "H", "H", "H", "H", "H", "H", "Cl", "C", "C", "Cl", "H", "H", "H", "H", "Cl", "C", "C", "Cl", "H", "H", "H", "H", "Cl", "C", "C", "Cl", "H", "H", "H", "H", "Cl", "C", "C", "Cl", "H", "H", "H", "H", "Cl", "C", "C", "Cl", "H", "H", "H", "H", "Cl", "C", "C", "Cl", "H", "H", "H", "H", "Cl", "C", "C", "Cl", "H", "H", "H", "H", "Cl", "C", "C", "Cl", "H", "H", "H", "H", "Cl", "C", "C", "Cl", "H", "H", "H", "H", "Cl", "C", "C", "Cl", "H", "H", "H", "H"],
  "positions_angstrom": [[-3.50779, 2.50500, -7.40852], [-2.41788, 2.95856, -6.32077], [-1.61730, 1.75949, -5.62525], [-2.57826, 0.74274, -4.77820], [-2.29243, 0.82880, -3.37826], [-3.19883, 0.71157, -2.27517], [-4.47700, -0.28491, -2.48210], [-4.33005, -1.51602, -3.44767], [-5.05437, -1.38901, -4.91009], [-3.76054, -2.67171, -3.23762], [-2.29606, -0.12970, -1.17032], [-1.50933, -1.24033, -1.85059], [-1.54601, -2.31156, -1.11161], [-1.94183, -3.58380, -0.11921], [-1.49440, 0.71848, -0.26246], [-0.35035, 0.17077, 0.22158], [-0.61446, -0.11199, 1.65479], [-0.01397, 1.01597, 2.62709], [-0.39030, 0.72190, 4.18474], [-1.16913, 2.06777, -0.74851], [-2.55609, 2.82711, -0.97763], [-2.37842, 4.24677, -1.34100], [-2.69329, 5.13889, -0.20788], [-1.64961, 5.54394, 0.96546], [-3.85332, 5.61490, -0.04219], [-1.21809, 4.61435, -2.13120], [0.29553, 4.88286, -1.60061], [-1.32884, 4.85510, -3.37147], [-3.65681, 2.07011, -1.67232], [-4.83640, 2.00172, -0.75550], [-4.81362, 1.07063, 0.53809], [-5.56697, 1.82387, 1.78035], [-5.67682, 0.74523, 2.97994], [-7.09773, 0.50050, 3.37058], [-4.14556, 2.83242, -2.90644], [-5.16319, 4.01180, -2.73451], [-6.41615, 3.92848, -2.57354], [-4.68586, 5.35286, -2.87865], [-3.60713, 3.29348, -8.24525], [-3.34587, 1.46739, -7.84953], [-4.53662, 2.50077, -6.88664], [-1.63117, 3.58435, -6.89284], [-2.92731, 3.68473, -5.60526], [-0.85104, 2.24385, -4.91001], [-1.06648, 1.20507, -6.47534], [-3.63739, 0.94893, -5.16575], [-2.31104, -0.30694, -5.19173], [-1.29507, 0.91250, -3.19631], [-4.83200, -0.74881, -1.48471], [-5.41307, 0.29613, -2.83775], [-4.31935, -1.82668, -5.68125], [-5.93174, -2.11931, -4.86913], [-5.34192, -0.31955, -5.16880], [-3.82157, -3.29276, -4.05759], [-2.98683, -0.73089, -0.45798], [-1.76070, -0.05653, 1.78702], [-0.19255, -1.12280, 1.95427], [1.12618, 1.01509, 2.59125], [-0.46507, 2.05896, 2.41012], [0.44997, 1.12573, 4.85413], [-0.45660, -0.41142, 4.38906], [-1.34240, 1.27081, 4.51583], [-0.63927, 2.62501, 0.11356], [-0.43602, 2.06613, -1.61963], [-2.90703, 2.93355, 0.12570], [-1.01390, 6.39021, 0.49691], [-2.16827, 5.96958, 1.88117], [-0.90393, 4.70351, 1.19307], [0.44040, 4.55264, -0.52158], [0.94680, 4.18220, -2.24645], [0.63305, 5.94864, -1.82303], [-5.01956, 3.04349, -0.27943], [-5.84078, 1.78693, -1.28560], [-5.40168, 0.08208, 0.43625], [-3.78815, 0.79408, 0.94712], [-5.04465, 2.79748, 2.05980], [-6.63240, 2.03618, 1.39229], [-5.05242, 1.14168, 3.84561], [-5.27828, -0.26250, 2.58623], [-7.64451, 0.08281, 2.60597], [-7.53040, 1.41777, 3.58315], [-3.26137, 3.23563, -3.53371], [-4.66893, 2.13215, -3.66300], [-5.40227, 5.93444, -2.51471], [5.03852, -0.20919, -2.04253], [3.61908, -0.64121, -1.05500], [2.40802, -0.96812, -1.90550], [1.76098, 0.47171, -2.73971], [3.41765, 0.18550, -0.37147], [3.90059, -1.51207, -0.46121], [1.60470, -1.35468, -1.27459], [2.64123, -1.72114, -2.65964], [2.05031, -2.01330, 1.61667], [3.25184, -2.32972, 2.89691], [2.64081, -2.23404, 4.27999], [2.18936, -0.55833, 4.68903], [4.07592, -1.62528, 2.77157], [3.63799, -3.33637, 2.72805], [3.36305, -2.56137, 5.03031], [1.75078, -2.85918, 4.37084], [5.60697, -4.57327, 3.29944], [6.80379, -4.88662, 4.58142], [6.19799, -4.79443, 5.96813], [5.74213, -3.12404, 6.39212], [7.62640, -4.18084, 4.45419], [7.19083, -5.89363, 4.41312], [6.92782, -5.12173, 6.71186], [5.30547, -5.42532, 6.06704], [5.28206, -5.49670, -5.56307], [4.31960, -4.00246, -5.67725], [4.46710, -3.13228, -4.44571], [3.70724, -3.86522, -3.00979], [3.27896, -4.28235, -5.84975], [4.67658, -3.46290, -6.55676], [3.97368, -2.17166, -4.60929], [5.51566, -2.94014, -4.21240], [2.32985, -5.72587, 4.01544], [1.99749, -7.23433, 4.90069], [2.36433, -7.13046, 6.36700], [4.12703, -7.02706, 6.61975], [2.53918, -8.04301, 4.40729], [0.92814, -7.43022, 4.80023], [2.02224, -8.02138, 6.89712], [1.90462, -6.25841, 6.83525], [1.29716, -0.20664, 8.61632], [1.35463, 1.48443, 9.17752], [0.82142, 2.45100, 8.13975], [1.89478, 2.57317, 6.72222], [2.38593, 1.71591, 9.44940], [0.74412, 1.53829, 10.08136], [0.74677, 3.46241, 8.56916], [-0.17028, 2.15758, 7.78973], [-0.49079, 5.10605, 5.16216], [-0.58436, 6.48313, 6.28978], [0.23850, 6.25596, 7.54251], [-0.45144, 4.97954, 8.57776], [-1.63561, 6.65597, 6.52610], [-0.20793, 7.35658, 5.75372], [0.26238, 7.16928, 8.13994], [1.26707, 5.97864, 7.30373], [-7.55600, 3.43693, 4.16690], [-8.54904, 4.43600, 3.07434], [-9.41515, 5.42239, 3.83103], [-10.70800, 4.61316, 4.74947], [-9.14928, 3.76682, 2.45529], [-7.85770, 4.97384, 2.42212], [-9.90290, 6.10107, 3.12867], [-8.82673, 6.02025, 4.52922], [8.21996, -6.09666, -9.86119], [7.87068, -7.60869, -8.98668], [8.22953, -7.51562, -7.51766], [9.98980, -7.42521, -7.25933], [8.40974, -8.41843, -9.48127], [6.80054, -7.79650, -9.09481], [7.87878, -8.40669, -6.99328], [7.77332, -6.64244, -7.04675], [10.48459, -3.29714, -4.58211], [12.09046, -4.03290, -4.81502], [12.13069, -5.47582, -4.35461], [11.99340, -5.62110, -2.58424], [12.82312, -3.42176, -4.28534], [12.31090, -3.97907, -5.88305], [13.08384, -5.92803, -4.63564], [11.32905, -6.06397, -4.80586]],
  "atomic_forces_ev_per_a": [[-0.8463, 0.4732, 0.5759], [0.5976, 0.2769, -1.1808], [-0.4806, 0.5888, 0.0253], [0.8697, -0.3903, -3.4869], [-1.5103, 1.2010, 0.7978], [2.1475, -4.3165, 0.4365], [-1.3507, -0.1484, 0.3091], [0.2144, -1.7669, -2.8472], [0.7038, -0.4640, 0.8567], [-0.8676, 2.8722, 0.8176], [-0.9595, -1.3700, 1.6159], [-0.1958, -3.5721, 3.5901], [-1.4261, 1.7560, -0.7961], [1.4414, 3.1102, -2.6169], [-1.0046, 2.2358, -1.9021], [0.2771, -1.4009, 1.9040], [-0.5042, 0.8930, 1.6208], [-0.2853, -0.2382, 0.8765], [0.0445, 0.1511, -0.0663], [0.0214, 0.3085, -0.2916], [1.8631, 1.1780, 3.6649], [0.3849, -0.2124, 0.5393], [-3.1585, 2.4099, 2.7773], [0.9326, 0.0940, -1.7769], [4.1048, -2.4521, -1.3320], [2.0550, 2.2155, -4.5288], [-0.4930, -1.3697, 0.0190], [-0.4558, -1.5883, 4.6611], [-1.3796, 0.9349, -1.7676], [-2.9519, 0.0723, 2.6682], [-0.1455, -0.0721, 1.3962], [-0.1040, -1.0751, -1.2999], [-0.3892, 0.2545, -1.0196], [0.5571, 0.6184, -0.0268], [0.1488, 1.1685, -3.1105], [-3.9913, 3.3170, 0.6774], [4.7298, -1.0671, -0.3862], [-0.2733, -2.8146, 0.5650], [0.3011, -1.3844, 1.2792], [0.0091, 1.4171, 0.5084], [1.3970, -0.1897, -0.8868], [-1.1537, -0.9204, 1.0633], [0.8113, -1.0264, -0.6670], [-0.9957, -0.9148, -1.1035], [-0.8176, 0.7572, 1.5418], [1.3373, -0.2164, 1.2654], [-0.5856, 1.4152, 0.8245], [-0.4818, -0.3314, 0.2871], [0.9815, 1.0178, -1.3643], [1.6453, -0.8645, 0.3123], [-1.1366, 0.9405, 1.0935], [0.8967, 1.3538, -0.1667], [0.1117, -1.5721, 0.1876], [-0.2164, 0.4997, 0.3464], [0.6432, 1.3574, -1.2056], [1.8052, -0.5018, -0.1981], [-0.6619, 1.3722, -0.6544], [-1.5620, 0.1751, -0.3512], [0.9164, -1.5852, -0.0547], [-1.4611, -0.5215, -1.0699], [-0.1180, 1.8929, -0.3020], [1.1499, -0.9899, -0.6753], [-0.9702, -0.9118, -1.3671], [-0.9589, 0.1065, 0.7530], [0.2430, -0.7332, -1.8772], [-0.8994, -1.2392, 0.8318], [0.4388, -0.8648, -1.3895], [-1.2484, 1.1537, -0.1107], [-0.0756, 0.7918, -1.4002], [-1.0423, 1.1335, 0.9388], [-0.7407, -1.4366, 0.4634], [0.6960, -1.3776, -1.3287], [2.0351, 0.3373, 0.3099], [1.0164, 1.5620, -0.3166], [-1.0557, 0.4527, -0.8967], [-0.6487, -1.2447, -0.3404], [1.5705, -0.0105, 0.7850], [-0.9518, -0.8622, -0.9248], [-0.2743, 1.5838, 0.8685], [0.5875, 0.1877, 0.3691], [0.3106, -1.2508, -0.2110], [-1.1986, -0.5780, 1.4924], [0.6956, 0.7844, 1.7750], [0.5610, -0.8538, -0.5704], [0.0113, 0.0622, -0.0935], [-0.1689, -0.0518, 0.0801], [0.0670, -0.3282, 0.2873], [-0.0965, 0.2354, -0.1482], [0.0143, -0.0659, -0.1374], [-0.1012, 0.0368, -0.1765], [0.0565, 0.1300, -0.0024], [-0.0786, 0.3538, 0.1447], [0.0523, -0.0510, -0.1098], [0.2343, -0.2065, 0.3251], [0.1774, -0.1787, -0.0358], [0.6042, -0.4148, 0.0570], [-0.1652, -0.0278, 0.0153], [-0.2831, 0.2539, 0.0341], [0.0309, 0.0196, -0.1764], [0.0566, 0.1548, -0.0864], [0.2704, -0.0816, 0.0025], [0.2993, -0.0715, 0.3170], [0.0467, -0.2329, -0.1555], [-0.0473, 0.0824, -0.0034], [-0.1787, -0.0182, -0.0149], [-0.1138, 0.0639, 0.0519], [0.0263, 0.0804, -0.1149], [0.6690, 0.8099, -0.2911], [-0.0226, -0.0482, 0.0352], [-0.1108, 0.1930, -0.0789], [0.1423, 0.1501, -0.2407], [0.1159, -0.3118, 0.0058], [0.1372, -0.0259, 0.1140], [0.0285, 0.0021, 0.1465], [0.0194, -0.0878, -0.0369], [-0.1449, -0.1080, 0.0148], [-0.0005, 0.0051, -0.0003], [-0.0903, -0.2425, 0.1160], [-0.3368, -0.1041, 0.0151], [-0.6091, -0.6666, 0.1961], [0.0219, 0.1680, 0.0723], [0.0949, 0.0521, 0.0991], [0.0509, 0.0420, -0.1160], [0.1473, -0.0509, -0.1136], [0.0387, -0.0816, -0.0279], [-0.0289, 0.1591, -0.0337], [0.3335, -0.3241, 0.5887], [0.0983, 0.0178, -0.0850], [-0.1035, -0.0586, -0.1338], [-0.0136, 0.0223, -0.1331], [0.6696, -1.4695, -0.2953], [0.1494, -0.0097, -0.0102], [-0.0534, -0.0697, -0.0293], [-0.0286, 0.2315, 0.1325], [0.1279, 0.3019, -0.1396], [-1.1148, 1.6607, 0.0885], [0.1361, -0.1203, 0.0127], [0.0545, -0.1011, 0.1019], [-0.0825, -0.0726, -0.0863], [-0.1719, -0.0903, -0.0175], [-0.0261, 0.6682, 0.3160], [-0.1172, 0.2392, -0.2758], [0.0409, 0.0968, -0.0460], [0.0685, -0.0147, -0.0016], [0.0214, 0.0344, 0.1837], [-0.0451, 0.0049, 0.1206], [0.0714, -0.1275, -0.0104], [-0.0452, -0.1617, -0.0550], [0.0348, 0.0061, -0.0032], [-0.0824, -0.1807, 0.0883], [-0.2937, -0.0144, 0.0354], [0.0657, 0.0368, -0.0042], [0.0219, 0.1598, 0.0841], [0.0897, 0.0577, 0.0972], [0.0498, 0.0347, -0.1192], [0.1255, -0.0598, -0.1390], [-0.0270, 0.0208, 0.0411], [0.2268, -0.1035, -0.1000], [0.0242, -0.0350, -0.2424], [-0.0368, 0.0078, 0.0290], [-0.1583, -0.0961, 0.0273], [-0.0674, -0.0899, 0.0915], [-0.0504, 0.1242, 0.0282], [0.0463, 0.1539, 0.1027]],
  "lowdin_charge": [-0.13, -0.26, -0.16, -0.21, 0.01, -0.26, -0.04, -0.34, -0.06, 0.13, -0.20, 0.08, -0.64, 0.69, -0.17, -0.15, -0.18, -0.21, -0.19, -0.06, -0.15, 0.03, -0.32, 0.01, 0.06, -0.33, 0.00, 0.06, -0.07, -0.13, -0.18, -0.19, -0.28, -0.06, -0.01, -0.35, 0.06, 0.04, 0.09, 0.08, 0.07, 0.12, 0.09, 0.11, 0.12, 0.10, 0.13, 0.10, 0.13, 0.13, 0.09, 0.09, 0.06, 0.07, 0.13, 0.13, 0.05, 0.09, 0.10, -0.02, 0.07, 0.08, 0.13, 0.10, 0.18, 0.10, 0.10, 0.07, 0.06, 0.10, 0.11, 0.14, 0.16, 0.12, 0.10, 0.11, 0.11, 0.12, 0.11, 0.07, -0.07, 0.13, 0.15, 0.14, 0.56, -0.69, -0.67, 0.55, 0.06, 0.04, 0.04, -0.02, 0.65, -0.65, -0.64, 0.64, 0.08, -0.03, 0.02, 0.05, 0.59, -0.63, -0.69, 0.57, 0.07, 0.08, 0.08, -0.08, 0.55, -0.66, -0.65, 0.59, 0.07, 0.08, 0.07, 0.07, 0.58, -0.64, -0.61, 0.65, 0.07, 0.08, 0.08, 0.08, 0.53, -0.65, -0.73, 0.54, 0.07, 0.07, -0.08, 0.07, 0.52, -0.65, -0.60, 0.66, 0.07, 0.07, 0.08, 0.08, 0.64, -0.63, -0.66, 0.55, 0.08, 0.07, 0.08, 0.07, 0.53, -0.66, -0.67, 0.55, 0.07, 0.07, 0.07, 0.04, 0.52, -0.66, -0.67, 0.53, 0.07, 0.07, 0.07, 0.04],
  "homo_energy_ev": -11.0,
  "multiplicity": 1,
  "e_tot_ev": -329997.133,
  "charge": 1
}